A structure of composition C11H24BrN at a distorted geometry. Source: the Open Molecules 2025 dataset; level of theory: ωB97M-V/def2-TZVPD.

Results
energy above the lowest of the compared OMol25 structures with the same formula, charge and spin = 356.37 kJ/mol
LUMO level = 0.33 eV
highest occupied orbital energy = -5.93 eV
molar mass = 250.224 g/mol
gap between HOMO and LUMO = 6.26 eV

```
37
Properties=species:S:1:pos:R:3:forces:R:3
Br -4.009 -1.658 0.428 -5.49 -5.22 6.65
C 3.114 0.305 3.193 -1.53 -1.41 -0.69
C 2.079 -0.730 2.519 0.92 1.55 0.43
C 1.075 0.038 1.708 0.14 1.13 -1.82
C 0.245 -0.874 0.812 -0.67 0.07 -0.17
N -0.700 -0.141 -0.158 -0.86 0.20 -0.03
C -1.848 -1.074 -0.774 1.93 0.40 0.26
C -3.068 -0.141 -1.107 2.19 2.36 -2.90
C -2.853 1.092 -0.232 0.79 0.76 -0.89
C -1.678 0.799 0.638 1.70 0.06 -0.32
C 0.123 0.599 -1.272 -1.08 -1.06 0.56
C 1.055 -0.289 -2.094 0.24 0.47 -0.80
C 1.655 0.467 -3.289 0.80 0.96 -0.84
H 3.647 0.898 2.450 -0.19 -0.16 -0.31
H 3.873 -0.256 3.737 -0.27 0.32 0.48
H 2.488 0.994 3.760 0.52 -0.03 0.55
H 1.381 -1.220 3.198 0.98 -0.56 0.75
H 2.677 -1.431 1.937 -0.38 -0.24 -0.08
H 1.556 0.776 1.066 0.50 -0.02 -0.25
H 0.492 0.704 2.343 -0.43 -0.47 0.27
H -0.303 -1.561 1.456 -0.66 0.14 -0.26
H 0.882 -1.525 0.214 0.08 0.22 -0.11
H -1.335 -1.719 -1.488 -0.42 0.39 -0.71
H -2.179 -1.714 0.044 1.31 0.24 -0.26
H -2.970 0.031 -2.179 0.09 0.92 -0.45
H -4.093 -0.432 -0.877 1.05 0.32 -1.84
H -2.565 1.962 -0.823 -0.11 0.10 -0.33
H -3.669 1.462 0.388 -0.32 -0.67 -0.06
H -1.167 1.749 0.793 0.33 -0.29 0.77
H -1.942 0.223 1.525 0.12 0.23 0.04
H 0.666 1.405 -0.778 -0.15 0.09 -0.20
H -0.643 0.940 -1.968 0.01 0.50 0.27
H 0.524 -1.076 -2.629 -0.18 -0.45 0.82
H 1.899 -0.674 -1.523 -0.26 -0.19 0.14
H 2.575 0.007 -3.649 0.03 -0.34 0.26
H 1.948 1.509 -3.163 -0.01 0.13 0.80
H 1.067 0.552 -4.204 -0.71 -0.46 0.26
```
Positions in Å, forces in eV/Å.

These are the Mulliken partial charges, in e, on atoms 1 to 5:
1 Br -0.8043
2 C -1.2465
3 C -0.4033
4 C -0.3726
5 C -1.2314



A structure of composition C11H24Cl2N4O4PbS2Se. Source: the Open Molecules 2025 dataset; level of theory: ωB97M-V/def2-TZVPD.

Results
energy above the lowest of the compared OMol25 structures with the same formula, charge and spin = 0.00 kJ/mol
LUMO level = -6.12 eV
highest occupied orbital energy = -14.90 eV
total charge = +2
molar mass = 697.537 g/mol
gap between HOMO and LUMO = 8.79 eV

```
49
Properties=species:S:1:pos:R:3:forces:R:3
Pb -0.374 -1.077 -0.313 0.02 -0.05 -0.01
C 2.345 -2.307 -1.851 0.03 -0.04 0.00
C 3.071 -1.214 -1.061 0.00 0.01 0.04
N 2.165 -0.369 -0.245 0.01 -0.03 -0.03
C 2.483 1.077 -0.263 -0.05 0.04 -0.05
C 2.663 1.747 -1.626 -0.01 -0.02 0.06
S 1.358 1.504 -2.854 0.03 0.03 -0.01
C 1.950 0.083 -3.834 -0.01 0.04 0.01
C 1.138 -1.200 -3.770 -0.02 0.01 0.01
N 1.083 -1.872 -2.466 -0.04 0.00 0.01
H 2.090 -3.121 -1.167 0.00 0.00 0.00
H 3.043 -2.730 -2.582 0.00 0.00 0.00
H 3.643 -0.575 -1.728 -0.01 0.00 -0.01
H 3.813 -1.700 -0.424 0.01 0.01 -0.01
H 2.273 -0.651 0.726 0.00 -0.01 0.01
H 3.415 1.276 0.277 0.01 0.01 -0.02
H 1.688 1.598 0.268 0.01 -0.01 0.00
H 3.590 1.487 -2.138 0.00 -0.01 0.00
H 2.689 2.825 -1.459 -0.01 0.00 0.00
H 2.998 -0.067 -3.588 0.02 0.02 0.00
H 1.899 0.457 -4.858 0.01 -0.01 0.00
H 1.581 -1.850 -4.533 0.00 0.00 -0.01
H 0.114 -0.987 -4.077 0.00 -0.02 -0.02
H 0.525 -2.707 -2.618 0.00 0.01 -0.02
C -1.689 1.487 4.460 -0.02 0.00 0.00
N -2.491 1.159 3.296 -0.02 0.02 -0.01
C -3.944 1.393 3.294 0.03 0.01 0.00
C -4.365 0.890 1.907 -0.01 0.01 0.00
N -3.073 0.809 1.218 -0.01 -0.05 -0.05
C -2.057 0.927 2.066 0.11 -0.05 0.02
S -0.383 0.820 1.643 -0.09 0.10 0.01
H -2.101 0.979 5.330 0.00 0.00 0.00
H -1.700 2.563 4.638 0.00 0.00 0.00
H -0.664 1.163 4.304 0.00 0.00 -0.01
H -4.135 2.460 3.430 -0.01 0.00 0.00
H -4.418 0.845 4.106 0.01 0.00 0.00
H -5.036 1.575 1.396 0.00 0.00 0.00
H -4.829 -0.096 1.951 -0.01 0.00 0.01
H -2.957 0.687 0.221 0.02 0.03 0.00
Cl -1.636 -2.652 2.448 0.04 -0.02 0.00
C -0.028 -2.676 3.187 -0.06 0.01 0.00
Cl 1.259 -2.890 1.965 -0.05 0.03 0.02
H 0.026 -3.518 3.865 0.02 0.00 0.00
H 0.138 -1.727 3.684 0.03 -0.01 -0.02
O 0.171 0.998 -1.948 0.04 -0.07 0.02
Se -1.682 1.320 -2.555 -0.03 0.01 0.05
O -2.189 0.135 -1.553 -0.02 0.08 0.03
O -1.510 0.914 -4.079 0.06 0.00 -0.06
O -1.951 2.807 -2.090 -0.03 -0.06 0.02
```
Positions in Å, forces in eV/Å.

These are the Mulliken partial charges, in e, on atoms 1 to 5:
1 Pb 1.1772
2 C -0.9966
3 C -0.6165
4 N -0.1192
5 C -0.9238